Density functional theory data (the ωB97M-V functional and the def2-TZVPD basis) for C17H26BCl5F4NO6PS3Tl as an isolated structure in a non-equilibrium geometry.

Values from the calculation:
frontier orbital gap	6.5	eV
relative energy (zero: lowest compared OMol25 entry of this formula, charge and spin)	0.0	kJ/mol
total energy	-152474.3826	eV

ORCA input file:
```
! wB97M-V def2-TZVPD RIJCOSX def2/J DEFGRID3
* xyz 1 1
Tl -0.178 -0.284 -0.438
C -2.566 -0.693 -3.047
C -1.657 0.252 -3.828
S -0.433 1.165 -2.841
C 1.065 0.877 -3.807
C 1.484 -0.566 -4.072
S 1.671 -1.532 -2.554
C 0.715 -3.030 -2.884
C -0.747 -2.861 -3.283
S -1.771 -1.993 -2.069
H -3.270 -1.167 -3.732
H -3.126 -0.136 -2.300
H -2.299 0.999 -4.295
H -1.128 -0.260 -4.629
H 1.834 1.412 -3.253
H 0.942 1.391 -4.762
H 2.458 -0.547 -4.561
H 0.800 -1.091 -4.736
H 0.794 -3.605 -1.960
H 1.232 -3.590 -3.664
H -1.173 -3.858 -3.402
H -0.845 -2.358 -4.242
Cl -4.882 3.258 3.905
C -4.074 2.506 2.587
C -3.717 1.162 2.656
Cl -4.050 0.243 4.070
C -3.077 0.565 1.581
Cl -2.583 -1.088 1.645
C -2.716 1.283 0.435
O -2.064 0.741 -0.582
C -3.085 2.633 0.385
Cl -2.646 3.528 -1.020
C -3.768 3.234 1.436
Cl -4.227 4.886 1.321
N 1.240 3.462 3.284
C 2.038 2.212 3.199
C 1.170 1.128 2.567
O 1.807 0.045 2.314
O -0.030 1.327 2.420
H 1.323 3.931 4.181
H 0.261 3.178 3.113
H 1.473 4.111 2.513
H 2.329 1.912 4.204
H 2.924 2.371 2.592
F 1.845 3.181 -2.377
B 1.729 3.123 -1.015
F 1.497 1.734 -0.616
F 0.618 3.876 -0.576
F 2.870 3.563 -0.353
C 0.108 -4.058 1.191
O 0.224 -2.715 0.677
P 1.025 -1.523 1.486
O 2.487 -2.110 1.550
C 3.454 -2.056 0.490
O 0.420 -1.841 2.902
C 1.123 -1.758 4.159
H 1.092 -4.521 1.263
H -0.511 -4.604 0.484
H -0.372 -4.045 2.166
H 3.023 -2.409 -0.443
H 4.266 -2.712 0.789
H 3.820 -1.036 0.376
H 0.372 -1.930 4.922
H 1.576 -0.780 4.282
H 1.887 -2.530 4.191
*
```